(1)
Molecular formula: C5H12O
Method: DFT, ωB97M-V/def2-TZVPD

structure (SMILES) = C=C(O)CC.C
multiplicity = 1
total energy = -7426.4186 eV
gap between HOMO and LUMO = 9.6896 eV
strongest force on any atom = 0.007 hartree/bohr
relative energy (zero: lowest compared OMol25 entry of this formula, charge and spin) = 20.6 kcal per mole

```
18
Properties=species:S:1:pos:R:3:lowdin_charge:R:1
O -0.612 0.823 -1.181 0.01
C 1.048 -0.223 0.266 -0.21
C 0.234 2.129 0.562 0.06
C 2.099 -0.415 -0.829 -0.09
C 0.178 0.958 -0.069 -0.46
C -2.357 -1.166 0.539 -0.04
H -0.352 2.976 0.220 0.06
H -0.764 -0.116 -1.348 0.09
H -2.746 -1.686 1.417 0.03
H -2.036 -0.160 0.819 0.02
H 1.619 -0.587 -1.799 0.07
H 2.702 0.493 -0.918 0.08
H 1.523 -0.057 1.238 0.12
H 2.761 -1.260 -0.617 0.07
H -1.507 -1.735 0.150 0.01
H 0.899 2.261 1.408 0.06
H 0.443 -1.134 0.370 0.09
H -3.131 -1.102 -0.229 0.03
```

***

(2)
Molecular formula: C5H12O2
Method: DFT, ωB97M-V/def2-TZVPD

structure (SMILES) = CC[C@@H](O)CCO
multiplicity = 1
total energy = -9473.7025 eV
gap between HOMO and LUMO = 10.5151 eV
strongest force on any atom = 0.024 hartree/bohr
relative energy (zero: lowest compared OMol25 entry of this formula, charge and spin) = 33.0 kcal per mole

```
19
Properties=species:S:1:pos:R:3:lowdin_charge:R:1
O 0.196 0.567 1.247 -0.09
O -2.418 0.263 0.940 -0.07
C -0.848 0.495 -0.870 -0.15
C 1.648 -0.084 -0.605 -0.19
C 2.465 -0.412 0.644 -0.11
C 0.214 -0.147 -0.015 -0.39
C -2.236 0.052 -0.457 -0.25
H 1.829 -0.747 -1.488 0.12
H -0.558 0.320 1.811 0.10
H 1.880 0.922 -0.980 0.11
H -3.296 -0.055 1.172 0.09
H -2.980 0.614 -1.034 0.12
H -0.709 1.570 -0.714 0.13
H -2.354 -1.018 -0.695 0.12
H 0.035 -1.230 0.140 0.16
H 2.635 -1.493 0.741 0.08
H 3.404 0.127 0.666 0.07
H 1.816 -0.036 1.436 0.05
H -0.725 0.293 -1.940 0.13
```